Here is C4H9O2P in the gas phase in a non-equilibrium geometry from OMol25. Energies are from ωB97M-V/def2-TZVPD.

Summary:
SMILES ... CP1(C)(C)OC1=O
ΔE to the lowest compared entry with this formula, charge and spin ... 69.8 kcal per mole
Net charge ... 0
Orbital gap ... 9.5 eV

Last column: Mulliken charge in e.
Cartesian coordinates (Å):
C 1.231 0.735 -1.101  -1.356
P -0.115 -0.263 -0.234  1.278
C -1.068 1.207 0.357  -1.134
C 0.860 -0.919 1.053  -1.074
O -0.714 -1.169 -1.369  -0.520
C -1.629 -1.550 -0.081  -0.070
O -2.073 -2.620 -0.143  -0.382
H 1.500 1.688 -0.517  0.322
H 0.698 1.243 -1.869  0.407
H 1.982 0.256 -1.669  0.410
H -0.279 1.854 0.738  0.358
H -1.841 0.842 1.189  0.294
H -1.581 1.795 -0.386  0.398
H 1.131 -1.914 0.846  0.397
H 0.147 -0.918 1.858  0.382
H 1.749 -0.266 1.328  0.290

---

Here is 2 unconnected molecules or ions with the total composition CH6N3O from OMol25. Energies are from ωB97M-V/def2-TZVPD.

Summary:
ΔE to the lowest compared entry with this formula, charge and spin ... 32.9 kcal per mole
Net charge ... -1
Orbital gap (alpha / beta) ... 6.8 / 7.5 eV

Last column: Mulliken charge in e.
Cartesian coordinates (Å):
C -1.136 -0.299 -0.869  -0.691
N 1.680 0.388 1.082  -0.546
N 0.509 0.249 1.780  -0.482
N -0.669 1.000 -0.408  -0.362
O 0.517 1.306 -0.875  -0.538
H -0.347 -0.880 -1.371  0.311
H -1.522 -0.865 -0.021  0.229
H -1.962 -0.149 -1.584  0.257
H 1.910 -0.553 0.735  0.238
H 1.427 0.951 0.153  0.410
H 0.287 1.183 2.150  0.174

---

Here is a molecular structure, CH2F3NOS in a non-equilibrium geometry from OMol25. Energies are from ωB97M-V/def2-TZVPD.

Summary:
ΔE to the lowest compared entry with this formula, charge and spin ... 88.1 kcal per mole
Net charge ... 0
Orbital gap ... 10.5 eV

Last column: Mulliken charge in e.
Cartesian coordinates (Å):
C 1.681 0.476 0.150  0.301
N -0.641 0.029 -0.741  -0.436
O 1.058 -1.709 -1.396  -0.478
F 1.210 1.652 -0.070  -0.171
F 2.817 0.341 -0.538  -0.196
F 0.433 -1.831 1.375  -0.567
S 0.547 -0.763 -0.502  1.012
H 1.760 0.233 1.314  0.249
H -1.357 0.036 -1.426  0.286

---

Here is C4H8N2O2S2 in the gas phase in a non-equilibrium geometry from OMol25. Energies are from ωB97M-V/def2-TZVPD.

Summary:
SMILES ... [H]/N=C1\SCC[C@H]1S(N)(=O)=O
ΔE to the lowest compared entry with this formula, charge and spin ... 53.5 kcal per mole
Net charge ... 0
Orbital gap ... 9.7 eV

Last column: Mulliken charge in e.
Cartesian coordinates (Å):
H 1.429 2.708 0.546  0.250
N 0.986 2.258 -0.178  -0.623
C 1.083 1.032 -0.113  0.273
S 2.244 0.056 0.797  -0.141
C 1.443 -1.548 0.405  -0.586
C 0.549 -1.375 -0.852  -0.668
C 0.054 0.112 -0.756  -0.317
S -1.300 0.092 0.472  1.165
N -2.164 1.382 -0.041  -0.476
O -1.993 -1.176 0.381  -0.648
O -0.812 0.478 1.743  -0.608
H 0.930 -1.922 1.347  0.329
H 2.302 -2.271 0.248  0.416
H 1.171 -1.482 -1.744  0.363
H -0.222 -2.246 -0.668  0.280
H -0.404 0.406 -1.678  0.525
H -3.102 1.251 -0.349  0.236
H -2.195 2.244 0.440  0.231

---

Here is 2 unconnected molecules or ions with the total composition C7H15NO2S in a non-equilibrium geometry from OMol25. Energies are from ωB97M-V/def2-TZVPD.

Summary:
ΔE to the lowest compared entry with this formula, charge and spin ... 102.4 kcal per mole
Net charge ... 0
Orbital gap (alpha / beta) ... 8.7 / 7.4 eV

Last column: Mulliken charge in e.
Cartesian coordinates (Å):
C 1.533 -1.789 0.877  -0.621
C 1.336 -1.300 -0.522  -0.477
C 2.060 -0.479 1.646  -0.402
C 1.569 0.202 -0.462  -0.126
C -0.967 1.955 -0.778  -1.920
C -1.200 0.756 1.509  -1.746
C -1.008 0.703 0.046  1.293
N -1.509 -0.615 -2.276  -0.620
O -3.386 0.409 -0.987  -0.638
O 2.211 0.541 0.709  -0.399
S -2.181 -0.419 -0.739  0.395
H 0.616 -1.999 1.347  0.199
H 2.142 -2.614 0.967  0.430
H 2.138 -1.807 -1.137  0.334
H 0.488 -1.605 -1.018  0.296
H 1.407 -0.069 2.404  0.249
H 3.007 -0.731 2.098  0.310
H 1.992 0.820 -1.246  0.403
H -2.098 2.325 -0.961  0.371
H -0.440 1.785 -1.682  0.442
H -0.385 2.615 -0.189  0.499
H -1.173 -0.185 2.017  0.392
H -0.405 1.393 1.961  0.297
H -2.074 1.204 1.869  0.473
H -1.763 0.328 -2.699  0.303
H -1.910 -1.425 -2.755  0.263

---

Here is 7 unconnected molecules or ions with the total composition C62H75N11O3S in a non-equilibrium geometry from OMol25. Energies are from ωB97M-V/def2-TZVPD.

Summary:
SMILES ... [H]/N=C\Cc1c(C/C=N/[H])c(N)c2c(c1OCC)Sc1c(CCCC(=O)OCC)c(CCCCCN)cc(CC=C)c1N2.c1ccncc1.c1ccncc1.c1ccncc1.c1ccncc1.c1ccncc1.c1ccncc1
Net charge ... 0
Orbital gap ... 7.7 eV

Last column: Mulliken charge in e.
Cartesian coordinates (Å):
H 6.190 -5.421 1.394  0.350
N 5.368 -6.017 1.225  -0.767
C 4.684 -5.512 0.275  0.043
C 5.142 -4.208 -0.474  -1.088
C 4.910 -2.993 0.472  0.431
C 5.992 -2.214 1.112  0.402
C 7.450 -2.654 0.786  0.514
C 8.457 -2.545 1.963  -0.447
N 9.458 -1.762 1.789  -0.574
H 10.048 -1.767 2.632  0.260
C 5.638 -1.090 1.987  0.611
N 6.677 -0.297 2.624  -0.251
C 4.242 -0.678 2.238  -0.994
C 3.217 -1.480 1.540  0.755
C 3.505 -2.614 0.693  -0.499
O 2.433 -3.297 0.119  -0.547
C 2.128 -2.795 -1.206  0.302
C 1.817 -4.051 -2.116  -1.101
S 1.504 -0.913 1.822  -0.144
C 1.733 0.901 1.768  1.452
C 0.789 1.757 1.083  0.455
C -0.478 1.130 0.412  -1.649
C -0.304 0.841 -1.123  0.549
C -1.496 -0.040 -1.732  -0.659
C -2.856 0.347 -1.072  0.404
O -3.542 1.179 -1.617  -0.601
O -3.183 -0.265 0.115  -0.165
C -4.572 -0.047 0.465  -0.350
C -4.946 -1.180 1.509  -0.777
C 1.083 3.194 1.058  0.786
C 0.186 4.238 0.320  -1.182
C 1.074 5.067 -0.718  -0.579
C 1.238 4.340 -2.108  0.075
C 2.737 4.317 -2.643  -1.030
C 3.445 2.912 -2.431  0.162
N 3.942 2.323 -3.710  -0.742
C 2.271 3.672 1.743  -0.215
C 3.230 2.811 2.461  0.135
C 4.415 3.550 3.153  -0.649
C 5.763 2.781 3.166  -0.381
C 6.312 2.480 4.432  -0.781
C 2.961 1.376 2.452  -1.824
N 3.862 0.431 3.101  0.478
H 3.747 -6.036 -0.055  0.312
H 4.425 -4.073 -1.334  0.127
H 6.157 -4.264 -0.928  0.473
H 7.487 -3.723 0.433  0.401
H 7.818 -2.053 -0.091  -0.645
H 8.368 -3.082 2.938  0.341
H 6.284 0.019 3.508  0.182
H 6.891 0.478 1.999  0.078
H 1.275 -2.071 -1.164  -0.255
H 3.017 -2.235 -1.603  0.353
H 1.904 -3.794 -3.207  0.324
H 2.566 -4.839 -1.833  0.231
H 0.778 -4.405 -1.908  0.353
H -0.806 0.187 0.933  0.401
H -1.324 1.858 0.583  0.510
H -0.353 1.820 -1.658  -0.220
H 0.680 0.333 -1.291  0.012
H -1.224 -1.118 -1.591  0.247
H -1.546 0.235 -2.816  0.422
H -4.743 0.952 0.944  0.269
H -5.249 -0.192 -0.416  0.339
H -5.259 -2.082 0.911  0.184
H -4.044 -1.469 2.103  0.156
H -5.787 -0.850 2.166  0.321
H -0.393 4.891 1.015  0.416
H -0.537 3.659 -0.317  0.163
H 0.488 6.004 -0.911  0.362
H 2.071 5.341 -0.296  0.421
H 0.642 4.911 -2.875  0.496
H 0.884 3.280 -2.105  -0.340
H 3.354 5.158 -2.237  0.352
H 2.686 4.463 -3.761  0.376
H 4.346 3.081 -1.777  0.284
H 2.795 2.183 -1.862  -0.058
H 4.556 1.548 -3.401  0.211
H 3.165 1.885 -4.213  0.251
H 2.471 4.766 1.711  -0.031
H 4.580 4.502 2.561  0.296
H 4.127 3.847 4.190  0.494
H 6.323 2.429 2.272  0.452
H 6.713 3.289 5.103  0.285
H 6.330 1.450 4.868  0.159
H 3.466 0.090 3.986  0.275
C -8.689 -4.176 -2.265  -0.245
C -8.230 -4.569 -1.018  -0.120
C -8.049 -3.593 -0.051  -0.371
N -8.286 -2.291 -0.249  -0.486
C -8.726 -1.936 -1.463  -0.289
C -8.944 -2.833 -2.497  -0.490
H -8.845 -4.909 -3.049  0.393
H -8.019 -5.608 -0.802  0.379
H -7.694 -3.852 0.942  0.387
H -8.909 -0.877 -1.597  0.456
H -9.304 -2.489 -3.458  0.421
C -13.525 1.603 -2.494  -0.101
C -12.380 2.327 -2.202  -0.645
C -11.204 1.629 -1.977  -0.075
N -11.109 0.296 -2.022  -0.178
C -12.227 -0.380 -2.303  -0.094
C -13.452 0.221 -2.548  -0.704
H -14.464 2.112 -2.678  0.361
H -12.398 3.408 -2.150  0.351
H -10.281 2.151 -1.748  0.359
H -12.120 -1.460 -2.330  0.362
H -14.324 -0.378 -2.774  0.348
C 1.680 10.455 1.645  -0.103
C 1.585 9.259 2.338  -0.865
C 1.506 8.083 1.608  0.060
N 1.511 8.034 0.272  -0.119
C 1.601 9.201 -0.375  -0.146
C 1.689 10.430 0.259  -0.694
H 1.745 11.396 2.178  0.372
H 1.574 9.238 3.420  0.373
H 1.433 7.121 2.106  0.341
H 1.601 9.131 -1.458  0.380
H 1.763 11.344 -0.316  0.364
C -4.803 -9.144 -1.717  -0.126
C -5.834 -9.121 -2.643  -0.436
C -7.011 -8.477 -2.296  -0.208
N -7.213 -7.878 -1.118  -0.469
C -6.204 -7.915 -0.241  -0.031
C -4.987 -8.528 -0.490  -0.531
H -3.866 -9.636 -1.950  0.359
H -5.727 -9.591 -3.611  0.351
H -7.845 -8.430 -2.988  0.358
H -6.397 -7.423 0.707  0.376
H -4.205 -8.525 0.258  0.353
C 8.829 -1.638 -3.673  -0.294
C 7.839 -1.612 -4.642  -0.537
C 6.655 -0.951 -4.352  -0.251
N 6.409 -0.340 -3.188  -0.266
C 7.380 -0.380 -2.268  -0.297
C 8.600 -1.010 -2.460  -0.509
H 9.770 -2.142 -3.862  0.408
H 7.981 -2.092 -5.601  0.374
H 5.852 -0.901 -5.079  0.375
H 7.152 0.122 -1.333  0.521
H 9.350 -1.008 -1.679  0.469
C -0.817 1.090 5.480  -0.401
C -2.061 1.460 5.966  -0.370
C -3.183 0.849 5.429  -0.341
N -3.136 -0.076 4.464  -0.403
C -1.925 -0.416 4.011  -0.234
C -0.742 0.132 4.482  -0.013
H 0.085 1.544 5.875  0.407
H -2.159 2.206 6.745  0.375
H -4.178 1.103 5.779  0.353
H -1.918 -1.167 3.227  0.419
H 0.211 -0.183 4.078  0.288

---

Here is C21H22N4O5 in the gas phase from OMol25. Energies are from ωB97M-V/def2-TZVPD.

Summary:
SMILES ... COc1ccc(NC(=O)CCNC(=O)Cn2cnc3ccccc3c2=O)c(OC)c1
ΔE to the lowest compared entry with this formula, charge and spin ... 22.8 kcal per mole
Net charge ... 0
Orbital gap ... 8.2 eV

Last column: Mulliken charge in e.
Cartesian coordinates (Å):
C 0.357 5.450 -1.544  -0.892
O -0.279 4.696 -0.542  -0.479
C 0.227 3.473 -0.217  0.048
C -0.457 2.769 0.769  -0.727
C -0.032 1.515 1.154  -0.475
C 1.083 0.938 0.566  -0.142
N 1.591 -0.318 0.926  0.005
C 0.981 -1.296 1.643  0.633
O -0.156 -1.231 2.056  -0.645
C 1.899 -2.495 1.874  -0.952
C 1.164 -3.651 2.555  -1.001
N 0.028 -4.047 1.756  -0.183
C -1.231 -3.942 2.221  0.769
O -1.546 -3.906 3.387  -0.660
C -2.271 -3.897 1.083  -1.158
N -2.285 -2.570 0.494  0.204
C -3.164 -1.633 0.940  -0.046
N -3.293 -0.448 0.483  -0.659
C -2.455 -0.056 -0.525  0.396
C -2.589 1.222 -1.079  -0.604
C -1.742 1.629 -2.082  -0.035
C -0.738 0.782 -2.552  -0.806
C -0.592 -0.478 -2.024  -0.582
C -1.455 -0.915 -1.016  0.579
C -1.331 -2.252 -0.463  0.118
O -0.484 -3.070 -0.802  -0.821
C 1.782 1.649 -0.423  0.706
O 2.880 1.010 -0.946  -0.521
C 3.628 1.663 -1.941  -0.969
C 1.354 2.909 -0.810  0.025
H -0.223 6.367 -1.635  0.261
H 0.355 4.926 -2.506  0.326
H 1.386 5.703 -1.269  0.329
H -1.324 3.220 1.220  0.498
H -0.570 0.970 1.911  0.435
H 2.500 -0.508 0.527  0.302
H 2.741 -2.177 2.493  0.487
H 2.287 -2.829 0.908  0.433
H 1.846 -4.499 2.686  0.331
H 0.779 -3.346 3.532  0.422
H 0.148 -3.976 0.748  0.352
H -3.259 -4.118 1.489  0.506
H -2.008 -4.618 0.304  0.376
H -3.815 -1.943 1.746  0.360
H -3.365 1.866 -0.698  0.516
H -1.853 2.614 -2.509  0.457
H -0.078 1.118 -3.339  0.396
H 0.172 -1.155 -2.376  0.498
H 4.435 0.979 -2.199  0.268
H 4.056 2.601 -1.573  0.365
H 3.025 1.861 -2.832  0.340
H 1.893 3.446 -1.571  0.612

---

Here is 4 unconnected molecules or ions with the total composition C4H16N2O5 in a non-equilibrium geometry from OMol25. Energies are from ωB97M-V/def2-TZVPD.

Summary:
SMILES ... NC(=O)C[C@@H](N)CO.O.O.O
ΔE to the lowest compared entry with this formula, charge and spin ... 14.2 kcal per mole
Net charge ... 0
Orbital gap ... 9.9 eV

Last column: Mulliken charge in e.
Cartesian coordinates (Å):
N 2.514 0.368 -1.375  -0.359
C 1.212 0.764 -1.436  0.334
O 0.944 1.920 -1.718  -0.724
C 0.150 -0.271 -1.157  -0.858
C 0.037 -0.575 0.348  0.798
N -0.323 0.657 1.095  -0.672
C -1.089 -1.621 0.562  -1.007
O -1.253 -1.828 1.955  -0.593
H 3.255 1.075 -1.522  0.253
H 2.773 -0.565 -0.983  0.212
H -0.829 0.136 -1.547  0.368
H 0.379 -1.218 -1.709  0.412
H 0.940 -1.001 0.729  0.284
H -0.341 0.462 2.130  0.270
H 0.403 1.408 0.943  0.225
H -2.052 -1.310 0.115  0.343
H -0.806 -2.556 0.140  0.437
H -1.964 -1.228 2.290  0.377
O 2.996 -2.179 0.139  -0.609
H 3.722 -2.254 0.792  0.282
H 2.835 -3.046 -0.146  0.264
O -1.601 2.495 -1.024  -0.721
H -0.725 2.502 -1.365  0.446
H -1.457 1.876 -0.274  0.252
O -3.193 0.466 1.848  -0.696
H -3.998 0.962 1.594  0.299
H -2.484 0.814 1.282  0.383

---

- net charge of number 5 (C7H15NO2S)?
  0